(1)
DFT (the ωB97M-V functional and the def2-TZVPD basis) results for a structure of composition C6H10 at a distorted geometry.

The geometry in ORCA input format:
```
! RIJCOSX wB97M-V def2-TZVPD def2/J DEFGRID3
* xyz 0 1
C -0.931 1.429 -0.177
C -0.972 -0.120 -0.029
C -2.004 -0.923 -0.293
C 0.176 -0.727 0.675
C 1.569 0.081 0.560
C 2.350 -0.288 -0.704
H -0.076 1.778 -0.774
H -0.813 1.867 0.831
H -1.888 1.981 -0.508
H -1.903 -1.980 -0.096
H -3.006 -0.576 -0.579
H -0.106 -0.839 1.823
H 0.201 -1.730 0.188
H 1.984 1.025 1.469
H 3.357 0.252 -0.651
H 2.061 -1.231 -1.736
*
```

Properties
M ... 82.15 g mol⁻¹
HOMO energy ... -9.053 eV
Energy relative to the best compared isomer or geometry (same formula, charge and spin) ... 495.95 kJ/mol
LUMO energy ... 1.024 eV

(2)
DFT (the ωB97M-V functional and the def2-TZVPD basis) results for the molecule C4H8O at a distorted geometry.

The geometry in ORCA input format:
```
! RIJCOSX wB97M-V def2-TZVPD def2/J DEFGRID3
* xyz 0 1
C 1.341 -0.659 -0.337
C -0.021 -0.021 -0.246
C -0.102 1.250 0.575
C -1.311 -0.702 -0.189
O -0.931 0.132 -1.320
H 1.619 -0.921 0.692
H 1.374 -1.569 -0.942
H 2.089 0.049 -0.710
H 0.065 1.048 1.635
H -1.115 1.650 0.445
H 0.601 1.996 0.200
H -1.636 -1.661 -0.563
H -1.902 -0.350 0.667
*
```

Properties
M ... 72.11 g mol⁻¹
SMILES string ... CC1(C)CO1
HOMO energy ... -9.896 eV
Energy relative to the best compared isomer or geometry (same formula, charge and spin) ... 148.89 kJ/mol
LUMO energy ... 1.009 eV

- What is the HOMO energy in the first record?
  -9.053 eV

- M of number 2 (C4H8O)?
  72.11 g mol⁻¹